A structure of composition C8H22AlAs2F12N2O2 at a distorted geometry, computed with ωB97M-V with the def2-TZVPD basis set.

Total charge: +1
HOMO level, eV: -15.17
Lowest unoccupied orbital energy, eV: -10.59
Multiplicity: 1
Orbital gap, eV: 4.58
ΔE to the lowest compared entry with this formula, charge and spin, kJ/mol: 137.8

Atoms and positions in Å:
Al  0.181  0.502  -0.722
As  3.856  -0.280  -3.349
F  2.301  0.241  -2.627
F  4.257  -0.699  -1.668
F  5.393  -0.858  -3.924
F  3.334  0.323  -4.882
F  4.513  1.347  -3.041
F  3.164  -1.878  -3.617
As  -3.570  0.728  -3.163
F  -1.915  0.997  -2.472
F  -3.456  2.175  -4.163
F  -5.103  0.432  -3.884
F  -3.741  -0.683  -2.150
F  -4.238  1.657  -1.810
F  -2.804  -0.205  -4.430
C  -3.773  2.588  0.583
C  -2.302  2.051  0.576
C  -1.737  2.103  1.963
O  -0.543  1.353  1.968
C  0.089  1.240  3.243
N  -2.341  0.681  0.036
H  -4.561  1.925  0.945
H  -4.125  2.822  -0.424
H  -3.926  3.539  1.100
H  -1.748  2.615  -0.177
H  -2.374  1.934  2.832
H  -1.499  3.170  2.037
H  0.882  0.496  3.207
H  -0.671  0.898  3.952
H  0.439  2.181  3.670
H  -2.988  0.755  -0.766
H  -2.942  0.238  0.737
C  3.834  -2.660  0.683
C  2.531  -1.959  0.374
C  1.551  -2.355  1.460
O  0.298  -1.731  1.212
C  -0.710  -2.063  2.157
N  2.761  -0.520  0.432
H  4.426  -2.108  1.419
H  4.480  -2.693  -0.194
H  3.686  -3.660  1.091
H  2.058  -2.135  -0.592
H  1.966  -2.161  2.455
H  1.461  -3.444  1.473
H  -0.505  -1.708  3.171
H  -0.894  -3.136  2.179
H  -1.628  -1.516  1.941
H  3.539  -0.283  -0.200
H  3.094  -0.259  1.361

An isolated molecule of C6H15NO at a distorted geometry, computed with ωB97M-V with the def2-TZVPD basis set.

SMILES: CCCNCCCO
HOMO level, eV: -8.70
Lowest unoccupied orbital energy, eV: 0.87
Multiplicity: 1
Orbital gap, eV: 9.57
ΔE to the lowest compared entry with this formula, charge and spin, kJ/mol: 207.7

Atoms and positions in Å:
C  -0.693  1.379  -2.076
C  0.609  1.146  -1.344
C  1.287  -0.248  -1.569
N  0.874  -1.363  -0.719
C  0.941  -1.087  0.727
C  -0.310  -1.368  1.540
C  -1.007  -0.032  1.897
O  -1.905  -0.162  3.003
H  -0.845  2.461  -2.123
H  -1.611  0.939  -1.679
H  -0.643  1.193  -3.147
H  0.475  1.468  -0.312
H  1.286  1.972  -1.616
H  0.963  -0.475  -2.585
H  2.340  0.016  -1.480
H  -0.091  -1.595  -0.924
H  1.806  -1.632  1.098
H  1.223  -0.057  0.937
H  -0.194  -1.981  2.425
H  -1.070  -1.940  0.964
H  -0.233  0.693  2.150
H  -1.646  0.360  1.090
H  -1.557  0.314  3.743

An isolated molecule of C5H11N at a distorted geometry, computed with ωB97M-V with the def2-TZVPD basis set.

SMILES: C=C(C)CCN
HOMO level, eV: -9.38
Lowest unoccupied orbital energy, eV: 1.05
Multiplicity: 1
Orbital gap, eV: 10.43
ΔE to the lowest compared entry with this formula, charge and spin, kJ/mol: 76.6

Atoms and positions in Å:
C  0.428  1.057  1.620
C  0.125  0.830  0.348
C  -0.920  1.612  -0.401
C  0.955  -0.132  -0.481
C  0.193  -1.373  -0.875
N  -0.106  -2.209  0.331
H  -0.142  1.774  2.191
H  1.165  0.457  2.098
H  -0.464  2.459  -0.903
H  -1.691  1.941  0.305
H  -1.477  0.965  -1.082
H  1.897  -0.361  0.021
H  1.270  0.429  -1.370
H  -0.688  -1.220  -1.508
H  0.806  -2.026  -1.501
H  -0.353  -1.551  1.071
H  -0.998  -2.653  0.137

An isolated molecule of C3H3NO at a distorted geometry, computed with ωB97M-V with the def2-TZVPD basis set.

SMILES: O=CN1C=C1
HOMO level, eV: -8.81
Lowest unoccupied orbital energy, eV: 0.75
Multiplicity: 1
Orbital gap, eV: 9.56
ΔE to the lowest compared entry with this formula, charge and spin, kJ/mol: 420.2

Atoms and positions in Å:
O  -2.342  -0.081  0.092
C  -1.311  0.497  0.074
N  -0.223  -0.130  -0.430
C  1.400  0.152  -0.033
C  0.863  -1.040  -0.072
H  -1.199  1.622  0.168
H  1.824  1.025  0.167
H  0.988  -2.045  0.035

A cluster of 2 separate species, C12H15IN3O5 in total, computed with ωB97M-V with the def2-TZVPD basis set.

Total charge: +1
HOMO level, eV: -12.46
Lowest unoccupied orbital energy, eV: -3.42
Multiplicity: 1
Orbital gap, eV: 9.04

Atoms and positions in Å:
C  3.762  -3.401  0.068
C  3.524  -2.303  -0.349
C  3.312  -1.079  -1.030
C  4.097  0.025  -1.134
O  5.272  0.234  -0.552
N  3.401  0.923  -1.938
C  2.251  0.358  -2.287
O  1.351  0.995  -3.091
C  1.200  0.359  -4.244
N  0.992  -0.250  -5.195
N  2.129  -0.837  -1.752
C  0.993  -1.766  -1.870
C  -0.360  -1.084  -1.649
C  -0.394  -0.238  -0.366
I  -1.849  -2.627  -1.596
H  4.022  -4.376  0.414
H  5.859  0.754  -1.120
H  3.703  1.849  -2.209
H  1.024  -2.269  -2.837
H  1.108  -2.524  -1.097
H  -0.637  -0.471  -2.502
H  0.203  -0.696  0.423
H  0.029  0.745  -0.590
H  -1.416  -0.116  -0.019
C  -3.054  -0.420  4.246
O  -3.901  0.721  4.096
C  -3.629  1.483  3.042
O  -2.751  1.287  2.236
O  -4.487  2.497  3.028
C  -4.319  3.411  1.942
H  -3.396  -0.935  5.138
H  -3.145  -1.081  3.385
H  -2.018  -0.114  4.376
H  -4.460  2.904  0.989
H  -3.333  3.872  1.979
H  -5.082  4.172  2.067

A cluster of 2 separate species, C3H9NO2 in total at a distorted geometry, computed with ωB97M-V with the def2-TZVPD basis set.

SMILES: CC(N)=O.CO
HOMO level, eV: -9.94
Lowest unoccupied orbital energy, eV: 0.87
Multiplicity: 1
Orbital gap, eV: 10.80
ΔE to the lowest compared entry with this formula, charge and spin, kJ/mol: 70.8

Atoms and positions in Å:
C  1.478  0.047  -0.722
C  0.778  -1.141  -0.121
N  1.568  -1.977  0.599
O  -0.420  -1.327  -0.255
H  0.878  0.884  -0.356
H  1.461  0.026  -1.806
H  2.479  0.168  -0.293
H  1.166  -2.767  1.084
H  2.552  -1.806  0.685
C  -2.072  2.136  0.681
O  -1.147  1.846  -0.362
H  -1.760  3.076  1.126
H  -3.086  2.269  0.288
H  -2.097  1.343  1.420
H  -1.323  0.936  -0.646